82
Properties=species:S:1:pos:R:3:mulliken_charge:R:1 method="wB97M-V/def2-TZVPD" energy_ev=-72455.3964 total_charge=+1 orbital_gap_ev=7.88 relative_energy_kj_mol=0.0
Sr -0.8018 0.0620 0.0826 1.53
C 0.9026 -3.1884 0.3919 -1.07
C 1.5854 -2.3315 1.4815 -0.79
N 1.4144 -0.8925 1.3005 0.43
C 2.4774 -0.2025 0.5569 -0.78
C 2.5367 -0.6987 -0.8735 -1.10
N 1.2351 -0.5079 -1.5301 0.32
C 0.8086 -1.6153 -2.3929 -0.30
C -0.2040 -2.6001 -1.7465 -1.04
N -0.2228 -2.5359 -0.2827 0.17
H 0.5895 -4.1348 0.8389 0.51
H 1.6291 -3.4530 -0.3778 0.39
H 2.6476 -2.6004 1.5268 0.27
H 1.1595 -2.5858 2.4506 0.38
H 1.3993 -0.4616 2.2168 -0.11
H 3.4555 -0.2969 1.0442 0.55
H 2.2166 0.8631 0.5455 0.30
H 2.8069 -1.7560 -0.8821 0.33
H 3.3358 -0.1757 -1.4088 0.52
H 1.2601 0.3511 -2.0963 0.09
H 1.6763 -2.1766 -2.7545 0.50
H 0.3181 -1.1886 -3.2690 0.10
H 0.0002 -3.6159 -2.1031 0.42
H -1.2066 -2.3447 -2.0957 0.30
H -1.1287 -2.8616 0.0606 0.15
N 0.3061 -1.1744 4.7915 -0.25
C 0.4490 0.1426 4.4643 0.28
N -0.2439 0.7306 3.5257 0.01
C 0.1159 2.0687 3.4408 0.10
C 1.1005 2.4674 4.2773 -0.56
S 1.6285 1.1415 5.2453 -0.24
C -0.6231 2.9513 2.5315 -0.73
C -1.0117 4.2032 2.8475 -0.42
S -1.9390 4.8758 1.5565 -0.26
C -1.7433 3.3954 0.6689 0.37
N -1.0151 2.4818 1.2876 0.27
N -2.2925 3.2414 -0.5414 -0.21
H -0.5418 -1.6187 4.4631 0.00
H 0.6615 -1.4927 5.6767 0.25
H 1.5482 3.4426 4.3636 0.53
H -0.8631 4.7318 3.7730 0.54
H -2.8229 3.9895 -0.9512 0.23
H -2.0756 2.4093 -1.1208 0.10
C 1.6056 1.3581 -4.5522 -1.18
N 1.2333 1.9260 -3.2619 -0.03
C 2.2075 2.9345 -2.8670 -1.23
C -0.1126 2.5177 -3.3035 -1.77
C -1.2205 1.4941 -3.4231 0.40
C -1.7502 1.2155 -4.6800 0.00
C -2.7580 0.2705 -4.8351 -0.76
C -3.2507 -0.3839 -3.7187 -0.64
C -2.7224 -0.0747 -2.4661 -0.33
C -1.6933 0.8545 -2.2587 -0.61
H 1.6414 2.1240 -5.3418 0.39
H 0.8878 0.5965 -4.8516 0.34
H 2.5927 0.8988 -4.4789 0.38
H 2.2412 3.7761 -3.5748 0.38
H 3.2034 2.4919 -2.8208 0.39
H 1.9558 3.3294 -1.8815 0.29
H -0.1689 3.2500 -4.1262 0.42
H -0.2419 3.0699 -2.3695 0.53
H -1.3771 1.7428 -5.5527 0.44
H -3.1620 0.0602 -5.8171 0.41
H -4.0497 -1.1091 -3.8204 0.43
H -3.1724 -0.5985 -1.6112 0.44
C -4.0544 -3.1014 2.0223 -1.16
Te -2.6532 -1.5789 2.5661 0.26
C -4.1863 -0.8879 3.8845 -1.13
C -5.4527 -1.5286 3.3882 0.62
C -6.6912 -1.0633 3.8276 -0.71
C -7.8593 -1.6556 3.3855 -0.56
C -7.8008 -2.7226 2.4972 -0.55
C -6.5742 -3.1862 2.0587 -0.75
C -5.3939 -2.5912 2.5015 0.48
H -3.7731 -4.0401 2.4958 0.52
H -4.0449 -3.2318 0.9417 0.50
H -4.2203 0.1980 3.8477 0.56
H -3.9318 -1.2033 4.8941 0.45
H -6.7347 -0.2279 4.5158 0.45
H -8.8160 -1.2830 3.7261 0.40
H -8.7116 -3.1859 2.1426 0.40
H -6.5261 -4.0138 1.3613 0.44

80
Properties=species:S:1:pos:R:3:mulliken_charge:R:1 method="wB97M-V/def2-TZVPD" energy_ev=-47132.7145 total_charge=+3 orbital_gap_ev="8.43 / 5.07" spin_multiplicity=5
Rh -0.1686 0.0754 -0.0339 -0.09
C 2.8852 -0.0288 1.6561 -0.91
C 2.0855 -1.2443 2.0278 0.09
C 2.5898 -2.1673 2.9378 -0.97
C 1.8211 -3.2586 3.2934 -1.04
C 0.5738 -3.4244 2.7123 -0.96
C 0.1354 -2.4919 1.7874 0.18
N 0.8731 -1.4091 1.4729 2.02
C -1.1684 -2.6453 1.0767 0.78
C -1.9477 -3.7881 1.1689 -1.01
C -3.1341 -3.8467 0.4558 -1.25
C -3.5236 -2.7703 -0.3245 -0.82
C -2.7037 -1.6545 -0.3810 0.25
N -1.5539 -1.6209 0.3058 1.32
C -3.0214 -0.4487 -1.2031 0.24
C -4.2068 -0.3209 -1.8981 -0.85
C -4.4153 0.8146 -2.6713 -0.81
C -3.4337 1.7814 -2.7298 -0.97
C -2.2644 1.6081 -1.9952 0.71
C -1.1807 2.6474 -2.0431 -1.15
N -2.0781 0.5171 -1.2418 1.05
H 3.8949 -0.0892 2.0564 0.54
H 2.4308 0.8816 2.0618 -0.06
H 2.9383 0.0900 0.5756 0.03
H 3.5755 -2.0228 3.3593 0.57
H 2.1875 -3.9795 4.0133 0.48
H -0.0367 -4.2720 2.9850 0.53
H -1.6394 -4.6321 1.7666 0.51
H -3.7515 -4.7343 0.5019 0.47
H -4.4449 -2.8175 -0.8845 0.51
H -4.9684 -1.0850 -1.8523 0.47
H -5.3389 0.9342 -3.2231 0.48
H -3.5605 2.6687 -3.3362 0.57
H -0.7349 2.6865 -3.0387 0.42
H -0.3850 2.4189 -1.3321 -0.11
H -1.5776 3.6418 -1.8363 0.45
C -2.2768 1.6234 1.9930 -0.87
N -0.8020 1.4075 1.9094 1.63
C -0.3970 0.9077 3.2430 -1.11
N -0.7842 1.9137 4.2365 0.45
C -2.2429 2.0607 4.3761 -0.41
N -2.6038 2.5659 3.0516 0.25
C -1.9369 3.8554 2.8152 -0.71
N -0.4836 3.6726 2.7728 0.15
C -0.1389 2.7349 1.7150 -0.82
C -0.0480 3.1825 4.0801 -0.49
H -2.7646 0.6680 2.1841 0.18
H -2.6255 2.0111 1.0370 0.18
H 0.6794 0.7511 3.2773 0.23
H -0.9117 -0.0284 3.4550 0.12
H -2.4828 2.7796 5.1547 0.33
H -2.7120 1.1024 4.5849 0.32
H -2.2019 4.5550 3.6055 0.36
H -2.2737 4.2615 1.8622 0.35
H 0.9402 2.5929 1.6793 0.22
H -0.4787 3.1463 0.7656 0.20
H -0.3129 3.8747 4.8754 0.34
H 1.0246 2.9984 4.0886 0.33
C 3.5152 -2.2931 -4.7773 -1.05
C 3.9592 -1.7436 -3.4297 -0.80
N 3.0772 -0.6691 -2.9230 0.19
C 3.2712 0.6642 -3.5162 -1.10
C 2.1760 1.0601 -4.5048 -0.66
C 2.1339 -0.8884 -2.0206 0.82
C 1.8992 -2.2906 -1.5357 -1.54
N 1.3799 0.0843 -1.5164 0.09
H 4.1928 -3.0899 -5.0821 0.42
H 3.5415 -1.5229 -5.5487 0.30
H 2.5042 -2.7022 -4.7324 0.26
H 4.9560 -1.3132 -3.5142 0.44
H 4.0249 -2.5331 -2.6884 0.42
H 4.2261 0.6365 -4.0346 0.44
H 3.3837 1.4027 -2.7176 0.45
H 2.2208 0.4376 -5.3969 0.31
H 2.3175 2.0962 -4.8118 0.38
H 1.1773 0.9553 -4.0789 0.10
H 2.6882 -2.5984 -0.8461 0.41
H 1.8832 -2.9971 -2.3626 0.59
H 0.9465 -2.3397 -1.0168 -0.14
H 1.6064 0.9938 -1.8972 -0.19